23
Properties=species:S:1:pos:R:3:mulliken_charge:R:1 method="wB97M-V/def2-TZVPD" de_lowest_kcal_mol=23.6 mol_weight_g_mol=121.18 spin_multiplicity=1 smiles=C[C@@H](N)CNCN.O charge=0
N -1.66 1.03 -2.02 -0.6889
H 0.80 -1.04 2.03 0.2708
N 1.05 -1.87 1.52 -0.5547
H -2.27 1.84 -1.95 0.2535
H -0.79 1.35 -2.43 0.2501
H -0.66 2.10 0.57 0.2912
H -1.57 -1.20 1.25 0.2746
H 1.73 -1.66 0.80 0.2777
H 0.40 1.48 -0.68 0.3013
H 4.60 3.26 0.02 0.3156
C -0.31 1.19 0.08 -0.9848
H -0.18 -1.28 -1.24 0.3186
H 0.16 0.53 0.80 0.0690
C -1.14 -1.02 -0.83 -0.7528
H -0.50 -3.18 1.72 0.3078
O 3.85 2.87 0.46 -0.6317
C -1.42 0.47 -0.69 0.3029
H -1.89 -1.49 -1.47 0.2831
H 3.28 3.60 0.67 0.3165
C -0.14 -2.54 0.93 -0.7964
H -2.36 0.48 -0.15 0.3574
N -1.24 -1.74 0.47 -0.2630
H 0.24 -3.17 0.14 0.4824